Computed, not measured: 10 unconnected molecules or ions with the total composition C29H64FNO11S9 at a distorted geometry, with wB97M-V/def2-TZVPD.

Structure (XYZ):
```
115
Properties=species:S:1:pos:R:3:mulliken_charge:R:1
O -2.788 -0.613 -1.134 -0.627
C -1.785 -0.816 -0.524 -0.494
N -1.756 -1.523 0.728 0.093
C -0.389 -1.661 1.125 0.195
O -0.022 -2.218 2.118 -0.459
C 0.436 -0.964 0.121 0.035
C 1.808 -0.795 0.058 -1.103
C 2.357 -0.067 -1.005 0.754
C 3.851 0.103 -1.053 -0.891
C 4.449 0.674 -2.340 -1.128
C 4.084 -0.058 -3.633 0.290
F 3.628 -1.349 -3.385 -0.348
C 1.493 0.486 -1.947 0.631
C 0.112 0.316 -1.890 -1.093
C -0.395 -0.435 -0.846 0.241
H -2.128 -2.464 0.594 0.272
H 2.460 -1.218 0.809 0.677
H 4.313 -0.858 -0.848 0.446
H 4.129 0.762 -0.233 0.459
H 4.212 1.731 -2.430 0.343
H 5.529 0.609 -2.225 0.458
H 3.314 0.485 -4.171 -0.234
H 4.962 -0.157 -4.264 0.407
H 1.885 1.081 -2.756 0.412
H -0.551 0.753 -2.621 0.689
C 1.308 -7.671 3.812 -0.908
S 1.784 -6.492 2.543 0.464
O 3.195 -6.102 2.816 -0.641
C 0.750 -5.155 3.135 -0.181
H 1.881 -8.583 3.655 0.342
H 1.532 -7.258 4.796 0.275
H 0.243 -7.886 3.722 0.327
H 1.008 -4.918 4.167 0.052
H -0.297 -5.450 3.074 0.153
H 0.922 -4.287 2.507 0.080
C 2.343 -0.023 -7.362 -0.993
S 1.099 0.612 -6.235 0.331
O 1.804 1.485 -5.250 -0.487
C 0.778 -0.947 -5.413 -0.438
H 2.717 0.811 -7.952 0.366
H 3.158 -0.468 -6.791 0.254
H 1.886 -0.764 -8.018 0.394
H 1.701 -1.331 -4.976 0.146
H 0.373 -1.659 -6.134 0.407
H 0.047 -0.771 -4.626 0.056
C 1.440 5.881 -1.830 -0.837
S 0.645 4.275 -1.765 0.469
O 1.599 3.331 -1.119 -0.539
C 0.768 3.889 -3.509 -0.626
H 1.519 6.262 -0.814 0.335
H 2.437 5.786 -2.259 0.155
H 0.829 6.559 -2.428 0.394
H 1.814 3.898 -3.813 0.196
H 0.192 4.598 -4.104 0.564
H 0.366 2.889 -3.646 -0.085
C -3.001 -3.245 3.824 -0.583
S -2.757 -4.957 4.301 0.659
O -3.525 -5.798 3.344 -0.682
C -3.711 -4.858 5.819 -1.037
H -2.508 -3.087 2.870 -0.225
H -4.069 -3.042 3.731 0.483
H -2.550 -2.594 4.573 0.381
H -4.728 -4.542 5.588 0.339
H -3.232 -4.153 6.498 0.331
H -3.725 -5.848 6.270 0.338
C -2.648 -4.743 -5.993 -0.847
S -2.220 -3.931 -7.537 0.434
O -0.834 -3.412 -7.380 -0.587
C -3.327 -2.532 -7.328 -0.865
H -2.028 -5.632 -5.901 0.320
H -2.454 -4.069 -5.159 0.226
H -3.699 -5.031 -6.016 0.367
H -3.086 -2.010 -6.401 0.235
H -4.358 -2.886 -7.310 0.377
H -3.185 -1.865 -8.175 0.315
C 6.012 5.566 -3.809 -0.852
S 5.838 7.014 -2.759 0.413
O 4.519 6.899 -2.085 -0.549
C 5.640 8.194 -4.099 -0.926
H 6.103 4.696 -3.162 0.252
H 5.129 5.464 -4.441 0.264
H 6.910 5.666 -4.418 0.404
H 4.783 7.911 -4.711 0.288
H 6.549 8.217 -4.700 0.365
H 5.469 9.173 -3.657 0.322
C 2.821 -2.520 8.138 -0.968
S 1.251 -2.322 7.288 0.499
O 0.418 -3.508 7.627 -0.617
C 1.894 -2.596 5.636 -0.558
H 2.637 -2.430 9.206 0.337
H 3.234 -3.504 7.915 0.309
H 3.507 -1.736 7.817 0.347
H 2.376 -3.573 5.586 0.285
H 2.604 -1.809 5.381 0.436
H 1.054 -2.564 4.943 -0.065
C -2.639 2.106 2.969 -0.676
S -2.904 2.562 1.252 0.690
O -2.866 4.048 1.193 -0.709
C -4.630 2.070 1.192 -0.886
H -1.615 2.360 3.233 0.356
H -3.332 2.671 3.591 0.096
H -2.794 1.034 3.089 0.226
H -5.198 2.609 1.950 0.204
H -4.703 0.996 1.359 0.307
H -5.007 2.311 0.200 0.354
C -5.959 5.027 4.573 -0.924
S -5.833 3.316 5.104 0.521
O -6.576 2.497 4.109 -0.609
C -6.887 3.480 6.549 -0.952
H -5.397 5.131 3.647 0.297
H -7.006 5.279 4.402 0.321
H -5.528 5.675 5.337 0.380
H -7.871 3.837 6.244 0.302
H -6.429 4.175 7.253 0.360
H -6.977 2.499 7.010 0.320
```

total charge	0
electronic energy	-5709.088431	a.u.
LUMO level	0.0	eV
Kohn-Sham gap	8.395	eV

Computed, not measured: 3 unconnected molecules or ions with the total composition C29H65Br2N6O7S2Si at a distorted geometry, with wB97M-V/def2-TZVPD.

Structure (XYZ):
```
112
Properties=species:S:1:pos:R:3:mulliken_charge:R:1
C 10.642 0.889 -1.101 -1.165
C 9.458 1.751 -1.584 -0.422
C 8.239 0.900 -1.943 -0.926
C 6.984 1.738 -2.267 -0.835
C 5.798 1.503 -1.312 -0.711
C 4.480 1.155 -2.025 -0.639
N 4.326 -0.285 -2.246 0.266
S 4.783 -0.865 -3.805 -0.124
C 3.930 -1.163 -1.327 0.449
N 3.859 -2.482 -1.574 -0.511
C 3.448 -3.018 -0.466 0.022
S 3.245 -4.813 -0.358 1.384
C 4.734 -5.341 0.426 -0.981
O 2.123 -5.070 0.492 -0.610
O 3.232 -5.264 -1.708 -0.613
N 3.230 -2.131 0.490 0.328
C 2.745 -2.384 1.826 -1.550
Br 4.239 -2.191 3.091 0.002
C 1.491 -1.546 2.127 2.249
C 1.397 -0.899 3.495 -1.386
Br -0.044 -2.732 1.915 -0.063
N 3.558 -0.902 -0.054 0.813
C 3.414 0.328 0.699 -0.892
C 2.083 1.086 0.391 -1.011
O 1.267 0.264 -0.402 -0.425
Si 0.113 0.901 -1.465 0.767
C -0.505 2.585 -0.923 -1.139
C 0.858 1.057 -3.175 -1.179
C -1.277 -0.337 -1.483 0.908
H 10.362 -0.164 -1.077 0.346
H 11.496 0.982 -1.765 0.310
H 10.951 1.180 -0.100 0.305
H 9.173 2.463 -0.811 0.360
H 9.764 2.277 -2.487 0.274
H 8.480 0.276 -2.803 0.274
H 8.044 0.225 -1.108 0.422
H 7.251 2.792 -2.193 0.516
H 6.671 1.545 -3.291 0.430
H 6.022 0.693 -0.614 0.392
H 5.611 2.388 -0.701 0.592
H 3.602 1.574 -1.541 -0.628
H 4.511 1.595 -3.018 0.896
H 3.695 -1.610 -4.046 0.176
H 5.061 -6.207 -0.144 0.466
H 5.490 -4.562 0.364 0.299
H 4.526 -5.611 1.456 0.326
H 2.502 -3.438 1.880 0.734
H 1.341 -0.827 1.337 -1.215
H 1.504 -1.636 4.287 0.515
H 0.410 -0.454 3.601 0.102
H 2.142 -0.113 3.617 0.374
H 4.271 0.971 0.535 0.260
H 3.431 0.087 1.756 0.240
H 1.598 1.328 1.340 0.257
H 2.317 2.034 -0.099 1.049
H -0.338 3.316 -1.715 0.460
H -1.580 2.525 -0.757 0.147
H -0.047 2.983 -0.019 0.384
H 0.054 1.037 -3.910 0.441
H 1.385 2.006 -3.283 0.319
H 1.553 0.244 -3.386 0.157
H -0.865 -1.323 -1.248 0.364
H -2.033 -0.098 -0.736 -1.388
H -1.729 -0.392 -2.470 0.327
C -5.422 2.078 6.263 -0.686
O -4.627 0.910 6.248 -0.348
C -5.172 -0.177 5.513 -0.840
C -4.401 -0.426 4.236 -0.072
N -4.606 0.641 3.268 -0.187
C -3.714 0.605 2.116 -0.715
C -2.213 0.707 2.332 1.250
O -1.747 1.965 2.780 -0.409
C -1.843 2.188 4.175 -0.599
H -5.006 2.742 7.018 0.238
H -5.415 2.602 5.300 0.281
H -6.458 1.851 6.530 0.344
H -6.233 -0.013 5.304 0.413
H -5.088 -1.066 6.144 0.409
H -4.740 -1.370 3.798 0.354
H -3.344 -0.549 4.515 0.079
H -4.503 1.533 3.733 0.137
H -3.998 1.434 1.462 0.309
H -3.904 -0.316 1.557 0.151
H -1.754 0.560 1.349 -1.083
H -1.823 -0.091 2.980 -0.125
H -1.686 1.267 4.743 0.310
H -2.807 2.620 4.457 0.154
H -1.067 2.905 4.446 0.316
C -7.959 1.286 -4.278 -0.702
O -8.142 0.673 -3.019 -0.339
C -8.192 -0.747 -3.044 -0.829
C -6.954 -1.359 -2.428 -0.076
N -5.780 -1.147 -3.263 -0.274
C -4.509 -1.489 -2.638 -1.404
C -4.098 -0.753 -1.368 -0.512
O -3.781 0.614 -1.549 -0.233
C -4.887 1.501 -1.566 -0.843
H -8.150 2.350 -4.150 0.236
H -6.938 1.163 -4.660 0.285
H -8.659 0.891 -5.019 0.344
H -8.343 -1.112 -4.064 0.412
H -9.057 -1.048 -2.447 0.409
H -7.114 -2.435 -2.312 0.356
H -6.844 -0.928 -1.423 0.108
H -5.751 -0.178 -3.552 0.103
H -3.726 -1.317 -3.381 0.351
H -4.510 -2.563 -2.423 0.442
H -3.173 -1.217 -1.012 0.712
H -4.833 -0.867 -0.561 0.539
H -5.681 1.167 -0.894 0.365
H -5.296 1.625 -2.572 0.202
H -4.529 2.474 -1.229 0.379
```

total charge	+1
electronic energy	-8232.739784	a.u.
LUMO level	-3.3	eV
Kohn-Sham gap	6.979	eV